7 unconnected molecules or ions with the total composition C96H216O4P6S at a distorted geometry, computed with ωB97M-V with the def2-TZVPD basis set.

Calculated values
E_HOMO	-14.346	eV
E_tot	-177784.913	eV
charge	+4
orbital gap	8.17	eV
lowest unoccupied orbital energy	-6.180	eV

Last column: Löwdin charge in e.
Element x y z (Å)
S (1.51, 1.59, 0.77)  0.144
O (2.88, 1.30, 0.30)  -0.385
O (1.03, 0.39, 1.43)  -0.380
O (1.77, 2.66, 1.69)  -0.375
O (0.70, 2.10, -0.32)  -0.388
C (7.62, 0.63, 7.14)  -0.092
C (7.54, -0.57, 6.13)  -0.211
C (6.33, -0.47, 5.14)  -0.230
C (6.38, 0.80, 4.26)  -0.280
P (5.11, 0.98, 3.00)  1.099
C (3.54, 1.00, 3.98)  -0.270
C (3.30, 2.19, 4.76)  -0.268
C (3.68, 1.96, 6.23)  -0.235
C (3.43, 3.22, 7.03)  -0.079
C (5.35, 2.60, 2.17)  -0.264
C (6.68, 2.82, 1.56)  -0.244
C (6.77, 4.08, 0.68)  -0.269
C (7.03, 5.34, 1.44)  -0.097
C (5.21, -0.33, 1.73)  -0.243
C (4.13, -1.41, 1.90)  -0.232
C (4.20, -2.41, 0.67)  -0.199
C (3.63, -1.77, -0.64)  -0.096
H (6.69, 0.85, 7.67)  0.062
H (7.84, 1.61, 6.71)  0.063
H (8.44, 0.55, 7.86)  0.076
H (7.45, -1.56, 6.59)  0.104
H (8.49, -0.65, 5.62)  0.106
H (5.42, -0.58, 5.73)  0.102
H (6.43, -1.25, 4.38)  0.099
H (7.33, 0.89, 3.73)  0.106
H (6.28, 1.63, 4.96)  0.084
H (3.53, 0.09, 4.58)  0.098
H (2.69, 0.95, 3.29)  0.066
H (2.23, 2.35, 4.75)  0.103
H (3.70, 3.12, 4.34)  0.082
H (4.72, 1.66, 6.33)  0.082
H (3.01, 1.18, 6.60)  0.110
H (2.36, 3.43, 6.99)  0.065
H (4.04, 4.06, 6.70)  0.064
H (3.87, 3.04, 8.01)  0.085
H (5.23, 3.35, 2.95)  0.076
H (4.52, 2.81, 1.49)  0.091
H (6.89, 1.96, 0.93)  0.096
H (7.49, 2.81, 2.29)  0.116
H (5.82, 4.10, 0.14)  0.067
H (7.47, 4.07, -0.16)  0.117
H (6.96, 6.29, 0.91)  0.081
H (8.08, 5.29, 1.74)  0.088
H (6.39, 5.40, 2.31)  0.054
H (6.20, -0.78, 1.69)  0.110
H (5.08, 0.21, 0.79)  0.061
H (3.16, -0.96, 2.09)  0.071
H (4.23, -1.99, 2.81)  0.094
H (3.58, -3.29, 0.83)  0.073
H (5.21, -2.75, 0.45)  0.109
H (4.34, -1.18, -1.22)  0.057
H (2.70, -1.25, -0.37)  0.051
H (3.39, -2.67, -1.20)  0.059
C (-7.19, 5.35, -7.73)  -0.079
C (-7.03, 3.88, -7.22)  -0.256
C (-6.13, 3.61, -6.03)  -0.228
C (-5.96, 2.03, -5.79)  -0.198
P (-5.18, 1.39, -4.20)  1.050
C (-3.90, 2.46, -3.50)  -0.235
C (-4.09, 3.38, -2.21)  -0.189
C (-5.04, 4.51, -2.49)  -0.308
C (-5.35, 5.42, -1.35)  -0.089
C (-6.49, 1.12, -2.90)  -0.228
C (-6.02, 0.37, -1.57)  -0.235
C (-6.79, 0.84, -0.37)  -0.262
C (-8.34, 0.65, -0.50)  -0.084
C (-4.56, -0.29, -4.48)  -0.310
C (-5.48, -1.22, -5.19)  -0.212
C (-4.89, -2.71, -5.23)  -0.198
C (-4.98, -3.56, -3.92)  -0.095
H (-7.99, 5.46, -8.46)  0.081
H (-6.25, 5.66, -8.20)  0.070
H (-7.27, 6.08, -6.92)  0.069
H (-6.47, 3.39, -8.02)  0.106
H (-8.02, 3.46, -7.07)  0.114
H (-6.49, 4.16, -5.16)  0.094
H (-5.12, 4.01, -6.15)  0.102
H (-5.48, 1.53, -6.63)  0.096
H (-6.93, 1.59, -5.56)  0.082
H (-3.43, 2.96, -4.35)  0.062
H (-3.15, 1.76, -3.12)  0.061
H (-3.24, 3.90, -1.76)  0.102
H (-4.45, 2.80, -1.36)  0.083
H (-5.99, 4.29, -2.97)  0.088
H (-4.63, 5.13, -3.29)  0.110
H (-5.31, 4.95, -0.37)  0.071
H (-6.22, 6.06, -1.53)  0.090
H (-4.62, 6.24, -1.39)  0.075
H (-7.33, 0.64, -3.39)  0.092
H (-6.94, 2.06, -2.60)  0.086
H (-4.95, 0.47, -1.37)  0.076
H (-6.19, -0.70, -1.67)  0.098
H (-6.68, 1.88, -0.08)  0.106
H (-6.56, 0.26, 0.52)  0.096
H (-8.83, 0.92, 0.43)  0.082
H (-8.62, -0.37, -0.77)  0.082
H (-8.72, 1.35, -1.25)  0.067
H (-4.11, -0.61, -3.54)  0.087
H (-3.69, -0.05, -5.09)  0.098
H (-5.68, -0.96, -6.23)  0.113
H (-6.44, -1.17, -4.68)  0.107
H (-3.84, -2.78, -5.50)  0.096
H (-5.53, -3.27, -5.91)  0.106
H (-4.84, -4.59, -4.24)  0.076
H (-5.95, -3.51, -3.43)  0.079
H (-4.18, -3.25, -3.25)  0.025
C (-4.10, -12.49, 0.46)  -0.101
C (-3.99, -11.02, 0.76)  -0.259
C (-3.10, -10.19, -0.22)  -0.262
C (-1.62, -10.50, -0.06)  -0.237
P (-0.64, -9.45, -1.30)  1.083
C (1.05, -10.17, -1.41)  -0.262
C (1.78, -10.38, -0.04)  -0.261
C (3.25, -10.71, -0.18)  -0.244
C (3.98, -10.47, 1.17)  -0.094
C (-1.46, -9.37, -2.97)  -0.264
C (-1.71, -10.66, -3.80)  -0.216
C (-2.21, -10.53, -5.30)  -0.223
C (-1.19, -9.97, -6.32)  -0.101
C (-0.59, -7.77, -0.54)  -0.263
C (0.25, -6.72, -1.30)  -0.218
C (0.61, -5.48, -0.45)  -0.261
C (-0.60, -4.78, 0.07)  -0.112
H (-4.82, -12.69, -0.33)  0.084
H (-4.61, -12.94, 1.31)  0.082
H (-3.11, -12.96, 0.44)  0.077
H (-3.49, -10.95, 1.72)  0.105
H (-4.95, -10.51, 0.90)  0.114
H (-3.26, -9.13, 0.00)  0.095
H (-3.55, -10.22, -1.21)  0.102
H (-1.36, -11.52, -0.30)  0.096
H (-1.27, -10.21, 0.93)  0.103
H (1.64, -9.59, -2.11)  0.092
H (1.04, -11.18, -1.82)  0.104
H (1.17, -11.13, 0.47)  0.111
H (1.70, -9.47, 0.56)  0.096
H (3.76, -10.07, -0.91)  0.112
H (3.31, -11.77, -0.42)  0.117
H (3.44, -10.99, 1.96)  0.077
H (4.10, -9.39, 1.32)  0.070
H (4.97, -10.92, 1.20)  0.076
H (-0.92, -8.68, -3.62)  0.082
H (-2.38, -8.79, -2.86)  0.092
H (-2.45, -11.21, -3.23)  0.097
H (-0.79, -11.24, -3.88)  0.104
H (-3.04, -9.82, -5.25)  0.098
H (-2.66, -11.46, -5.62)  0.111
H (-0.26, -10.54, -6.39)  0.076
H (-0.78, -9.02, -5.99)  0.054
H (-1.65, -9.78, -7.29)  0.080
H (-0.28, -7.91, 0.50)  0.092
H (-1.62, -7.44, -0.42)  0.090
H (-0.31, -6.36, -2.16)  0.099
H (1.18, -7.15, -1.68)  0.108
H (1.37, -4.83, -0.90)  0.105
H (1.14, -5.91, 0.40)  0.093
H (-1.31, -4.55, -0.72)  0.063
H (-0.32, -3.83, 0.52)  0.054
H (-1.02, -5.45, 0.82)  0.082
C (5.59, 1.85, -1.72)  -0.082
C (5.24, 1.84, -3.21)  -0.232
C (3.86, 1.30, -3.54)  -0.236
C (2.68, 2.05, -2.94)  -0.255
P (1.01, 1.43, -3.33)  1.116
C (-0.25, 2.80, -3.10)  -0.238
C (0.23, 4.18, -3.46)  -0.237
C (-0.83, 5.26, -3.75)  -0.226
C (-1.61, 5.16, -5.06)  -0.100
C (1.01, 0.89, -5.09)  -0.277
C (1.44, 1.95, -6.10)  -0.277
C (1.54, 1.49, -7.52)  -0.290
C (1.82, 2.58, -8.49)  -0.108
C (0.67, -0.20, -2.49)  -0.206
C (-0.69, -0.94, -2.85)  -0.195
C (-0.74, -2.04, -3.94)  -0.246
C (-0.63, -3.42, -3.36)  -0.113
H (5.26, 0.88, -1.33)  0.048
H (4.93, 2.49, -1.13)  0.056
H (6.64, 2.04, -1.48)  0.080
H (5.97, 1.35, -3.85)  0.114
H (5.41, 2.84, -3.62)  0.105
H (3.87, 0.28, -3.14)  0.100
H (3.72, 1.19, -4.62)  0.100
H (2.82, 3.06, -3.32)  0.093
H (2.73, 2.14, -1.86)  0.062
H (-0.53, 2.69, -2.05)  0.069
H (-1.08, 2.44, -3.70)  0.064
H (0.88, 4.16, -4.33)  0.105
H (0.72, 4.57, -2.57)  0.090
H (-0.39, 6.26, -3.77)  0.115
H (-1.56, 5.26, -2.94)  0.091
H (-0.96, 5.18, -5.94)  0.075
H (-2.31, 5.99, -5.14)  0.081
H (-2.14, 4.24, -5.34)  0.040
H (-0.01, 0.71, -5.42)  0.091
H (1.53, -0.04, -5.29)  0.103
H (2.34, 2.46, -5.75)  0.107
H (0.64, 2.69, -6.07)  0.100
H (0.60, 1.03, -7.83)  0.117
H (2.30, 0.71, -7.61)  0.120
H (2.76, 3.09, -8.31)  0.086
H (0.94, 3.23, -8.47)  0.081
H (1.96, 2.24, -9.52)  0.086
H (0.80, -0.03, -1.42)  0.052
H (1.49, -0.89, -2.66)  0.090
H (-1.45, -0.25, -3.23)  0.068
H (-1.25, -1.28, -1.98)  0.088
H (-0.14, -1.87, -4.83)  0.107
H (-1.73, -1.95, -4.38)  0.079
H (0.22, -3.48, -2.68)  0.072
H (-0.55, -4.24, -4.08)  0.081
H (-1.50, -3.83, -2.84)  0.052
C (1.68, -5.62, 3.38)  -0.094
C (1.51, -4.14, 3.00)  -0.252
C (0.08, -3.57, 3.24)  -0.191
C (0.24, -2.01, 3.12)  -0.241
P (-1.15, -0.85, 3.53)  1.029
C (-1.98, -1.69, 4.99)  -0.219
C (-1.09, -1.97, 6.26)  -0.210
C (-1.42, -1.21, 7.56)  -0.269
C (-0.23, -1.04, 8.49)  -0.101
C (-0.56, 0.65, 4.18)  -0.254
C (-1.66, 1.61, 4.84)  -0.185
C (-1.01, 2.70, 5.68)  -0.250
C (-0.47, 2.17, 7.03)  -0.084
C (-2.24, -0.57, 2.13)  -0.270
C (-2.69, -1.79, 1.41)  -0.239
C (-3.69, -1.41, 0.31)  -0.242
C (-3.91, -2.46, -0.77)  -0.108
H (1.64, -5.86, 4.45)  0.079
H (2.73, -5.82, 3.18)  0.077
H (0.98, -6.28, 2.86)  0.060
H (1.84, -3.97, 1.97)  0.076
H (2.32, -3.64, 3.52)  0.103
H (-0.13, -3.90, 4.26)  0.099
H (-0.75, -3.89, 2.61)  0.079
H (0.33, -1.77, 2.06)  0.063
H (1.12, -1.63, 3.63)  0.087
H (-2.39, -2.63, 4.61)  0.080
H (-2.82, -1.03, 5.23)  0.081
H (-0.04, -1.69, 6.12)  0.095
H (-1.19, -3.03, 6.47)  0.112
H (-2.04, -1.82, 8.21)  0.113
H (-1.91, -0.26, 7.34)  0.078
H (0.46, -0.33, 8.03)  0.045
H (0.21, -2.03, 8.64)  0.087
H (-0.59, -0.64, 9.44)  0.090
H (-0.25, 1.27, 3.33)  0.067
H (0.34, 0.56, 4.79)  0.097
H (-2.21, 1.07, 5.61)  0.080
H (-2.46, 1.89, 4.15)  0.081
H (-1.69, 3.50, 5.98)  0.114
H (-0.26, 3.30, 5.17)  0.078
H (0.22, 1.34, 6.95)  0.044
H (-1.35, 1.91, 7.63)  0.084
H (0.09, 2.96, 7.53)  0.075
H (-1.57, -0.04, 1.46)  0.093
H (-3.07, 0.04, 2.49)  0.110
H (-3.22, -2.50, 2.05)  0.124
H (-1.84, -2.32, 0.98)  0.092
H (-3.29, -0.58, -0.26)  0.098
H (-4.65, -1.19, 0.78)  0.110
H (-3.13, -2.41, -1.53)  0.041
H (-4.78, -2.22, -1.38)  0.037
H (-4.10, -3.49, -0.47)  0.093
C (-2.43, 9.87, 0.56)  -0.089
C (-1.29, 9.28, 1.45)  -0.252
C (-0.88, 7.84, 1.18)  -0.280
C (0.07, 7.33, 2.22)  -0.286
P (0.73, 5.67, 2.06)  1.073
C (2.07, 5.38, 3.33)  -0.204
C (3.09, 6.58, 3.54)  -0.249
C (4.10, 6.26, 4.51)  -0.298
C (5.33, 7.17, 4.74)  -0.060
C (-0.69, 4.59, 2.44)  -0.257
C (-1.52, 4.25, 1.17)  -0.198
C (-2.68, 3.17, 1.46)  -0.194
C (-3.82, 3.56, 2.46)  -0.089
C (1.31, 5.53, 0.29)  -0.218
C (2.65, 6.28, -0.12)  -0.193
C (3.07, 5.99, -1.57)  -0.259
C (4.53, 6.30, -1.89)  -0.087
H (-2.47, 10.92, 0.85)  0.073
H (-3.41, 9.51, 0.88)  0.072
H (-2.25, 9.88, -0.51)  0.072
H (-1.72, 9.30, 2.45)  0.113
H (-0.39, 9.88, 1.34)  0.115
H (-0.51, 7.82, 0.15)  0.110
H (-1.83, 7.32, 1.13)  0.103
H (-0.39, 7.41, 3.20)  0.114
H (0.94, 7.99, 2.17)  0.099
H (2.65, 4.52, 3.02)  0.057
H (1.53, 5.04, 4.21)  0.092
H (2.48, 7.36, 4.01)  0.110
H (3.45, 7.14, 2.68)  0.114
H (4.47, 5.29, 4.18)  0.075
H (3.80, 5.94, 5.51)  0.103
H (5.04, 8.21, 4.58)  0.081
H (6.22, 6.97, 4.14)  0.061
H (5.66, 7.02, 5.77)  0.077
H (-1.31, 4.89, 3.28)  0.097
H (-0.29, 3.61, 2.70)  0.062
H (-0.76, 3.86, 0.48)  0.065
H (-2.00, 5.11, 0.71)  0.087
H (-2.11, 2.33, 1.85)  0.065
H (-3.17, 2.81, 0.56)  0.073
H (-4.40, 2.74, 2.87)  0.065
H (-4.52, 4.32, 2.09)  0.066
H (-3.42, 3.97, 3.38)  0.054
H (0.48, 5.89, -0.32)  0.078
H (1.43, 4.46, 0.18)  0.051
H (3.46, 6.15, 0.60)  0.093
H (2.49, 7.34, 0.08)  0.103
H (2.54, 6.56, -2.34)  0.112
H (2.98, 4.91, -1.63)  0.087
H (5.13, 5.70, -1.21)  0.049
H (4.71, 7.35, -1.64)  0.085
H (4.78, 6.07, -2.92)  0.082